No. 1
Molecular formula: C42H68O18
Method: DFT, ωB97M-V/def2-TZVPD

The SMILES is O=C1C=C(O)C(=O)C=C1O.O=C1C=C(O)C(=O)C=C1O.CC(C)=O.CC(C)=O.CC(C)=O.CC(C)=O.CC(C)=O.CC(C)=O.CC(C)=O.CC(C)=O.CC(C)=O.CC(C)=O. The value obtained for the LUMO energy is -2.18 eV. The frontier orbital gap is 6.8 eV. Its HOMO energy is -8.95 eV. As for the multiplicity: 1. Its energy above the lowest of the compared OMol25 structures with the same formula, charge and spin is 1855.2 kJ/mol.

```
128
C42H68O18 (ωB97M-V/def2-TZVPD)
O -1.069 -0.405 -2.266
C -0.798 -0.557 -1.015
C 0.600 -0.815 -0.569
C 0.767 -0.971 0.926
O 1.957 -1.045 1.551
C -0.391 -1.070 1.889
O -0.214 -1.186 3.079
C -1.671 -0.762 1.403
C -1.904 -0.605 -0.107
O -3.176 -0.352 -0.636
H 1.432 -0.750 -1.265
H 2.689 -0.637 0.921
H -2.343 -0.633 2.205
H -2.965 -0.011 -1.604
O -3.181 2.592 -1.532
C -2.724 3.187 -2.427
C -1.295 3.202 -2.713
C -0.709 4.072 -3.844
O 0.544 4.060 -4.208
C -1.572 5.003 -4.607
O -1.113 5.749 -5.451
C -2.945 5.093 -4.108
C -3.520 4.174 -3.036
O -4.895 4.354 -2.669
H -0.542 2.667 -2.160
H 1.104 3.632 -3.517
H -3.670 5.882 -4.637
H -4.960 3.528 -2.115
C 5.158 -2.864 -1.860
C 4.890 -1.843 -0.616
C 5.984 -1.716 0.467
O 4.050 -0.959 -0.590
H 4.377 -2.659 -2.627
H 5.174 -3.929 -1.566
H 6.065 -2.689 -2.302
H 7.001 -1.401 0.212
H 6.552 -2.479 0.751
H 5.722 -1.231 1.410
C -0.563 -2.637 -5.765
C 0.904 -2.467 -5.479
C 1.464 -2.723 -4.078
O 1.726 -2.125 -6.279
H -1.087 -3.312 -5.194
H -0.776 -3.023 -6.826
H -1.003 -1.682 -5.728
H 0.898 -2.270 -3.435
H 2.426 -2.629 -4.030
H 1.512 -3.743 -4.008
C 6.853 2.604 4.038
C 5.418 2.556 3.552
C 5.114 1.263 2.723
O 4.684 3.448 3.679
H 7.315 3.413 4.456
H 7.575 2.092 3.317
H 6.800 1.803 4.970
H 5.428 0.425 3.328
H 5.541 1.238 1.783
H 4.157 0.889 2.388
C -2.284 5.261 2.376
C -2.614 3.921 1.791
C -1.452 3.122 1.090
O -3.794 3.379 2.002
H -3.165 5.782 2.220
H -1.533 5.767 1.884
H -2.078 5.199 3.358
H -1.279 3.759 0.259
H -1.709 2.114 0.662
H -0.591 2.942 1.788
C -3.086 -0.785 5.480
C -2.097 0.519 5.525
C -2.458 1.681 4.644
O -1.103 0.515 6.164
H -2.736 -1.446 6.386
H -3.098 -1.210 4.578
H -4.070 -0.536 5.731
H -3.137 2.438 5.250
H -3.030 1.428 3.711
H -1.635 2.191 4.650
C -2.553 1.287 -5.619
C -3.639 0.905 -4.745
C -5.174 0.966 -5.256
O -3.429 0.522 -3.559
H -2.767 1.395 -6.668
H -1.811 0.548 -5.509
H -2.038 2.314 -5.387
H -5.455 2.087 -5.071
H -5.775 0.389 -4.555
H -4.912 0.752 -6.325
C -2.355 -4.103 3.758
C -3.636 -4.358 4.453
C -3.643 -4.445 5.976
O -4.693 -4.747 3.821
H -2.752 -4.263 2.723
H -1.845 -4.936 4.144
H -1.978 -3.102 3.834
H -4.549 -4.679 6.163
H -3.300 -3.585 6.454
H -3.012 -5.402 6.362
C 3.222 2.790 -5.859
C 2.229 1.600 -5.468
C 2.736 0.688 -4.169
O 1.280 1.261 -5.998
H 2.558 3.410 -6.268
H 3.957 2.161 -6.453
H 3.685 3.002 -4.907
H 3.351 1.239 -3.588
H 3.293 -0.128 -4.583
H 1.789 0.493 -3.647
C 3.038 -0.245 5.244
C 4.130 -0.800 6.074
C 3.824 -1.318 7.542
O 5.358 -0.574 5.872
H 3.050 0.856 5.231
H 2.094 -0.472 5.550
H 3.115 -0.655 4.209
H 4.610 -1.800 7.919
H 3.027 -2.099 7.462
H 3.534 -0.463 8.243
C -4.079 -4.489 -0.502
C -2.685 -4.225 -0.735
C -2.126 -3.840 -2.064
O -1.827 -4.511 0.104
H -4.094 -4.973 0.521
H -4.684 -4.963 -1.320
H -4.623 -3.401 -0.159
H -1.174 -3.571 -2.157
H -2.557 -2.810 -2.152
H -2.526 -4.528 -2.698
```

=====

No. 2
Molecular formula: C42H69CdN2O4P2SiTe
Method: DFT, ωB97M-V/def2-TZVPD

The value obtained for the LUMO energy is -1.90 eV. The frontier orbital gap is 7.6 eV. Its HOMO energy is -9.53 eV. As for the multiplicity: 1. As for the charge: +1. Its energy above the lowest of the compared OMol25 structures with the same formula, charge and spin is 0.0 kJ/mol.

```
122
C42H69CdN2O4P2SiTe (ωB97M-V/def2-TZVPD)
Cd -0.271 -0.118 -0.148
C -1.169 3.352 -0.767
Si 0.237 2.297 -0.124
C 0.482 2.710 1.697
C -0.011 3.943 2.151
C 0.025 4.301 3.489
C 0.570 3.423 4.413
C 1.075 2.206 3.986
C 1.033 1.828 2.642
P 1.786 0.214 2.129
C 3.579 0.601 2.424
C 3.946 2.015 1.940
C 5.431 2.299 2.176
C 6.320 1.268 1.485
C 5.944 -0.142 1.931
C 4.463 -0.397 1.658
C 1.160 -0.874 3.539
C 2.048 -1.111 4.774
C 3.159 -2.143 4.567
C 2.617 -3.451 3.993
C 1.828 -3.181 2.715
C 0.670 -2.232 3.006
C 1.760 2.761 -1.125
C 2.113 4.114 -1.049
C 3.145 4.645 -1.804
C 3.848 3.818 -2.667
C 3.527 2.474 -2.746
C 2.491 1.923 -1.986
P 2.104 0.126 -2.068
C 3.773 -0.677 -2.290
C 4.317 -0.844 -3.716
C 5.705 -1.492 -3.692
C 5.662 -2.856 -3.012
C 5.125 -2.715 -1.591
C 3.746 -2.059 -1.606
C 1.283 0.006 -3.725
C 0.071 0.941 -3.794
C -0.511 0.959 -5.212
C -0.539 -0.446 -5.847
C -0.493 -1.524 -4.770
C 0.832 -1.454 -3.997
H -0.921 4.416 -0.792
H -1.409 3.052 -1.791
H -2.061 3.231 -0.146
H -0.441 4.642 1.443
H -0.373 5.256 3.808
H 0.605 3.684 5.463
H 1.513 1.544 4.721
H 3.785 0.535 3.498
H 3.721 2.097 0.869
H 3.349 2.769 2.452
H 5.670 3.304 1.825
H 5.629 2.278 3.254
H 6.188 1.349 0.400
H 7.371 1.469 1.701
H 6.556 -0.886 1.416
H 6.137 -0.249 3.004
H 4.271 -0.259 0.589
H 4.210 -1.431 1.901
H 0.271 -0.328 3.863
H 2.487 -0.180 5.137
H 1.389 -1.469 5.573
H 3.917 -1.742 3.892
H 3.655 -2.327 5.522
H 3.438 -4.145 3.802
H 1.956 -3.925 4.726
H 2.496 -2.716 1.977
H 1.459 -4.116 2.285
H 0.056 -2.089 2.114
H 0.024 -2.684 3.768
H 1.578 4.768 -0.366
H 3.397 5.694 -1.722
H 4.648 4.219 -3.277
H 4.096 1.848 -3.418
H 4.458 -0.038 -1.719
H 3.641 -1.483 -4.290
H 4.380 0.108 -4.242
H 6.083 -1.586 -4.712
H 6.396 -0.840 -3.147
H 5.003 -3.523 -3.580
H 6.654 -3.310 -3.005
H 5.069 -3.690 -1.102
H 5.812 -2.095 -1.003
H 3.045 -2.707 -2.146
H 3.379 -1.949 -0.580
H 1.998 0.330 -4.489
H -0.685 0.601 -3.076
H 0.351 1.956 -3.506
H -1.520 1.380 -5.181
H 0.089 1.627 -5.833
H -1.425 -0.558 -6.476
H 0.325 -0.580 -6.503
H -1.335 -1.388 -4.083
H -0.597 -2.517 -5.212
H 0.720 -1.994 -3.052
H 1.600 -1.971 -4.575
C -3.873 -2.943 -3.381
O -3.078 -2.931 -2.186
C -2.730 -1.780 -1.621
O -1.961 -1.796 -0.670
N -3.257 -0.644 -2.148
N -2.944 0.560 -1.503
H -3.841 -3.965 -3.743
H -3.449 -2.279 -4.134
H -4.907 -2.677 -3.159
H -4.108 -0.695 -2.685
H -3.541 0.700 -0.693
H -3.065 1.326 -2.151
O 0.700 -2.339 -0.440
H 1.611 -2.321 -0.119
H 0.326 -3.198 -0.213
O -2.791 0.646 1.883
C -1.913 -0.061 1.997
C -3.346 -2.823 4.435
Te -3.425 -2.723 2.314
C -2.476 -4.587 1.954
H -2.545 -3.502 4.716
H -4.289 -3.171 4.843
H -3.130 -1.828 4.818
H -3.205 -5.390 1.915
H -1.754 -4.770 2.746
H -1.969 -4.506 0.994
```

=====

No. 3
Molecular formula: C42H69InN2O22PS2
Method: DFT, ωB97M-V/def2-TZVPD

The value obtained for the LUMO energy is 1.21 eV. The frontier orbital gap is 6.2 eV. Its HOMO energy is -4.99 eV. As for the multiplicity: 1. As for the charge: -1.

```
139
C42H69InN2O22PS2 (ωB97M-V/def2-TZVPD)
C 5.135 -4.419 1.032
O 6.156 -3.435 0.964
C 7.371 -3.934 0.468
C 8.272 -2.776 0.111
C 8.291 -1.691 1.172
C 8.675 -0.307 0.586
C 7.368 0.456 0.328
C 6.769 1.048 1.622
C 6.332 2.493 1.403
C 5.063 2.576 0.527
C 3.821 2.420 1.432
In 2.137 1.282 0.545
C 0.522 1.234 2.141
C -0.947 1.267 1.656
C -1.640 -0.097 1.776
S -3.390 0.227 2.169
C -4.186 -1.326 2.079
S -3.412 -2.664 2.603
N -5.477 -1.405 1.548
C -6.324 -2.439 1.766
C -7.416 -2.147 1.077
N -7.269 -0.948 0.469
C -6.113 -0.498 0.738
C 1.235 2.224 -1.306
C 0.550 1.179 -2.046
O 1.015 0.660 -3.040
O -0.718 0.748 -1.614
C -0.902 -0.587 -1.842
C -2.239 -0.948 -2.367
O -0.072 -1.433 -1.607
C 2.746 -0.812 -0.101
P 3.688 -0.867 -1.590
O 4.964 -1.555 -1.373
O 2.922 -1.664 -2.759
O 3.905 0.615 -2.144
H 4.375 -4.132 0.308
H 4.691 -4.346 2.022
H 5.521 -5.413 0.831
H 7.862 -4.607 1.182
H 7.162 -4.533 -0.425
H 9.292 -3.144 0.005
H 7.977 -2.362 -0.849
H 7.335 -1.563 1.665
H 9.003 -1.953 1.956
H 9.309 0.197 1.311
H 9.179 -0.463 -0.363
H 7.539 1.225 -0.419
H 6.662 -0.291 -0.027
H 5.866 0.480 1.844
H 7.443 0.915 2.467
H 7.144 3.049 0.945
H 6.134 2.941 2.378
H 5.062 3.580 0.115
H 5.162 1.789 -0.212
H 3.513 3.394 1.807
H 4.134 1.851 2.309
H 0.688 2.161 2.684
H 0.729 0.404 2.810
H -1.087 1.702 0.673
H -1.488 1.910 2.360
H -1.534 -0.681 0.867
H -1.142 -0.648 2.560
H -6.150 -3.298 2.366
H -8.280 -2.776 1.023
H -5.674 0.424 0.426
H 1.959 2.624 -1.996
H 0.501 2.992 -1.053
H -3.031 -0.558 -1.750
H -2.359 -2.019 -2.357
H -2.314 -0.633 -3.399
H 1.805 -1.334 -0.200
H 3.388 -1.230 0.660
H 1.973 -1.728 -2.579
H 4.406 0.598 -2.966
C 9.227 8.101 2.737
C 8.293 6.956 2.430
C 8.917 5.835 1.636
O 7.790 5.285 0.949
C 6.877 6.283 0.808
O 5.910 6.225 0.128
O 7.231 7.367 1.558
H 8.721 8.853 3.343
H 10.105 7.751 3.280
H 9.547 8.596 1.819
H 7.843 6.580 3.353
H 9.387 5.082 2.265
H 9.640 6.186 0.894
C -4.527 -2.926 -6.234
C -4.277 -3.708 -4.969
C -5.325 -4.750 -4.663
O -5.252 -4.836 -3.238
C -4.803 -3.631 -2.784
O -4.799 -3.304 -1.649
O -4.363 -2.864 -3.812
H -3.715 -2.221 -6.412
H -4.602 -3.592 -7.095
H -5.443 -2.340 -6.152
H -3.276 -4.149 -4.991
H -5.111 -5.714 -5.119
H -6.334 -4.436 -4.943
C -7.951 1.257 -1.814
C -8.507 2.507 -1.184
C -9.997 2.484 -0.961
O -10.333 3.880 -1.013
C -9.402 4.488 -1.794
O -9.489 5.604 -2.194
O -8.371 3.652 -2.054
H -6.870 1.328 -1.911
H -8.185 0.381 -1.213
H -8.348 1.120 -2.822
H -7.973 2.728 -0.256
H -10.273 2.057 0.000
H -10.540 1.966 -1.755
C -4.360 4.867 -2.472
C -3.758 3.484 -2.461
C -3.113 3.070 -3.760
O -3.249 1.645 -3.719
C -4.331 1.362 -2.958
O -4.827 0.285 -2.862
O -4.771 2.471 -2.311
H -4.772 5.111 -1.493
H -3.608 5.614 -2.727
H -5.182 4.926 -3.186
H -3.059 3.384 -1.626
H -2.065 3.355 -3.824
H -3.643 3.445 -4.640
C -4.977 -7.371 4.377
C -4.373 -6.383 5.343
C -3.171 -5.644 4.809
O -2.447 -5.345 6.012
C -2.767 -6.294 6.924
O -2.209 -6.453 7.960
O -3.816 -7.045 6.491
H -5.861 -7.838 4.813
H -5.267 -6.878 3.449
H -4.273 -8.172 4.152
H -5.138 -5.686 5.697
H -3.440 -4.734 4.279
H -2.539 -6.261 4.167
```